Record 1
165
Properties=species:S:1:pos:R:3 method="wB97M-V/def2-TZVPD" energy_ev=-103147.6231 charge=0
C 2.12613 -3.82318 -0.07724
C 1.66338 -2.74479 -1.14645
O 0.37018 -2.28316 -0.70009
C -0.04872 -1.15395 -1.38392
C -0.88782 -1.40192 -2.61524
C -1.22255 -2.86769 -2.99156
O -1.82504 -3.62892 -1.91731
C -2.99153 -3.08900 -1.46337
F -3.78597 -4.14735 -1.06385
F -3.71167 -2.41257 -2.40156
F -2.81749 -2.33731 -0.32743
C -1.32055 -0.27029 -3.36558
C -2.15012 -0.52649 -4.66853
C -1.12863 -0.97751 -5.81029
C 0.12415 -0.02480 -5.93668
C 1.43685 -0.64720 -5.31579
C 2.53714 0.43390 -4.96077
C 3.44737 -0.04486 -3.76889
O 4.43027 0.99145 -3.50724
C 5.45673 0.54537 -2.67259
C 5.16946 -0.21583 -1.33574
O 6.63013 0.77914 -2.93101
C -1.02532 1.13993 -2.97466
N -1.53459 2.13145 -3.79026
C -1.20772 3.33442 -3.29202
C -0.39359 3.59291 -2.09024
C -0.12855 5.08784 -1.68351
N -1.01621 5.39558 -0.53676
N 0.12839 2.61105 -1.33758
C -0.21819 1.34862 -1.78451
C 0.27954 0.18779 -0.98399
C 1.17409 0.48073 0.24862
C 0.89893 -0.41887 1.50572
C 1.82227 0.14689 2.68234
C 1.03836 0.33998 4.03454
C 0.25763 1.73188 3.89834
C -1.25476 1.43170 4.20972
O -2.11348 2.49854 3.76812
C -2.32302 2.37115 2.34906
H 1.71303 -4.80552 -0.40269
H 3.23054 -3.80486 0.03055
H 1.59417 -3.53662 0.86845
H 1.60204 -3.18707 -2.17596
H 2.39994 -1.89466 -1.22251
H -1.85949 -2.96697 -3.90207
H -0.25665 -3.37827 -3.24455
H -2.66674 0.39202 -5.02081
H -2.84957 -1.38517 -4.54686
H -1.63700 -0.96974 -6.81450
H -0.78686 -2.03702 -5.66161
H 0.35241 0.14885 -7.02459
H -0.03336 0.98506 -5.48718
H 1.93155 -1.32739 -6.06532
H 1.21982 -1.30904 -4.43013
H 3.23977 0.58393 -5.82619
H 2.06182 1.40892 -4.69175
H 2.81160 -0.16118 -2.85052
H 4.01181 -0.98252 -4.01209
H 6.05188 -0.19520 -0.65379
H 4.36001 0.36785 -0.81830
H 4.87678 -1.26926 -1.55462
H -1.58572 4.22688 -3.84987
H 0.93667 5.17723 -1.38456
H -0.42662 5.76731 -2.51654
H -0.70356 4.92032 0.30928
H -1.96712 5.07713 -0.73141
H 2.24479 0.30429 -0.04758
H 1.12808 1.54269 0.59409
H 1.21373 -1.48063 1.38250
H -0.16587 -0.35052 1.84560
H 2.35798 1.08895 2.37993
H 2.64651 -0.59412 2.88922
H 0.35709 -0.51220 4.27621
H 1.78097 0.45074 4.87208
H 0.37113 2.06843 2.83082
H 0.70915 2.52491 4.53699
H -1.33176 1.24847 5.30946
H -1.50396 0.47659 3.66572
H -1.70749 1.57746 1.85867
H -2.05062 3.34855 1.87501
H -3.40307 2.10885 2.19267
C 5.23667 -4.60072 -3.66272
C 5.24661 -3.90647 -2.36018
N 5.27000 -3.38623 -1.33143
H 4.54841 -5.44388 -3.62482
H 4.91684 -3.91662 -4.44824
H 6.23568 -4.96805 -3.89573
C 6.41951 1.07987 -6.44811
C 5.69738 1.29533 -7.71997
N 5.13251 1.46334 -8.71060
H 6.91111 2.00191 -6.14140
H 5.73005 0.77287 -5.66163
H 7.17025 0.30031 -6.57497
C 7.88412 2.03875 -10.79373
C 8.74456 1.39331 -11.80841
N 9.41499 0.89068 -12.59851
H 7.15973 2.68936 -11.28153
H 7.35087 1.28071 -10.22239
H 8.49478 2.63254 -10.11423
C 7.89284 -6.46170 -0.28686
C 7.81434 -7.06115 -1.63622
N 7.75356 -7.52402 -2.68972
H 7.30617 -7.05288 0.41519
H 8.92945 -6.43732 0.04701
H 7.50133 -5.44463 -0.31029
C -4.74350 1.76307 5.56131
C -4.34027 0.53401 6.27630
N -4.02584 -0.42035 6.84260
H -5.09199 2.50594 6.27296
H -3.89307 2.16850 5.01018
H -5.54671 1.53885 4.86051
C -4.07569 0.49686 10.24653
C -3.24614 1.46515 10.99394
N -2.60238 2.22323 11.57670
H -3.66608 0.34656 9.24792
H -4.09289 -0.45831 10.77066
H -5.09337 0.87423 10.15938
C 4.12114 -1.89599 6.28896
C 4.08765 -2.52402 4.95138
N 4.06509 -3.01851 3.90988
H 3.56685 -2.50836 6.99918
H 5.15217 -1.80236 6.62798
H 3.66939 -0.90559 6.24403
C -6.40735 5.32855 7.55355
C -6.44268 4.71792 6.20876
N -6.47012 4.23466 5.16326
H -6.95731 4.70786 8.25577
H -5.37536 5.41648 7.89044
H -6.85848 6.32053 7.52409
C 3.94526 4.87591 -1.28339
C 3.94596 3.55727 -1.95567
N 3.94642 2.52451 -2.48510
H 2.92158 5.21434 -1.13785
H 4.43530 4.79717 -0.31336
H 4.47844 5.60520 -1.89301
C -5.46334 0.69497 -0.50066
C -5.52082 1.40709 0.79339
N -5.56554 1.95991 1.80391
H -6.09808 -0.18878 -0.46386
H -5.81176 1.34879 -1.29910
H -4.43795 0.38919 -0.71220
C 4.68428 -9.11124 -4.49970
C 4.58922 -7.95922 -5.42581
N 4.51484 -7.07134 -6.15683
H 4.19371 -9.97665 -4.94397
H 5.72977 -9.35228 -4.31010
H 4.19817 -8.87147 -3.55482
C -8.69613 -1.70972 1.38313
C -8.84706 -0.60008 0.41896
N -8.96495 0.26777 -0.33043
H -9.12680 -2.62115 0.96985
H -7.64030 -1.87929 1.59379
H -9.20895 -1.46245 2.31263
C -11.37881 1.69035 2.66620
C -10.98268 0.47536 3.40854
N -10.67391 -0.47251 3.98624
H -11.73688 2.44828 3.36192
H -10.52290 2.08428 2.11887
H -12.17301 1.45011 1.96048
C -5.88195 4.28951 12.16837
C -5.92675 3.69606 10.81666
N -5.96172 3.23080 9.76329
H -6.43160 3.65988 12.86696
H -4.84720 4.37159 12.50040
H -6.33204 5.28159 12.15237



Record 2
51
Properties=species:S:1:pos:R:3 method="wB97M-V/def2-TZVPD" spin_multiplicity=5 energy_ev=-97271.4635 s2=6.0250 charge=+2
C 2.55948 5.21983 -2.69015
I 1.65058 3.32468 -2.27239
H 3.18246 5.48229 -1.83400
H 1.77567 5.96536 -2.84149
H 3.16451 5.10971 -3.59192
Co 1.17336 0.14429 -0.54018
P 2.71767 -1.06257 -1.50657
C 2.54261 -1.50710 -3.26865
C 4.32094 -0.19214 -1.44954
H 3.27857 -2.51541 0.35224
H 3.95292 -3.13391 -1.18877
H 2.21653 -3.34174 -0.81874
C 3.07801 -2.67237 -0.71292
H 4.54536 0.04614 -0.40424
H 5.10649 -0.83108 -1.87263
H 3.43076 -2.05465 -3.61164
H 2.42265 -0.59683 -3.86802
H 4.24191 0.74013 -2.01989
H 1.65447 -2.13670 -3.40194
C 0.17020 0.11281 -1.98058
O -0.54105 0.17390 -2.89988
Cl 2.44884 0.14414 1.32127
C -3.30446 -1.76248 -0.03361
N -2.51847 -0.53387 -0.17232
C -3.20309 0.45885 -1.01707
P -1.52235 0.08561 0.98973
O -0.45711 0.98797 0.41284
N -2.44802 1.01724 1.99065
C -1.82337 2.14881 2.65774
C -3.67269 0.54205 2.64258
N -0.99011 -1.18108 1.92080
C -0.19941 -2.21459 1.25492
C -0.44493 -0.81985 3.23803
H -3.68041 -2.00259 -1.04187
H -4.17477 -1.62258 0.62978
H -2.69095 -2.59468 0.33521
H -4.07758 0.88480 -0.48920
H -2.52360 1.27276 -1.29744
H -3.55106 -0.05913 -1.92227
H -1.10486 2.62447 1.98520
H -2.61271 2.85858 2.93557
H -1.30533 1.82819 3.57443
H -4.13994 1.41075 3.12244
H -4.38982 0.11095 1.92891
H -3.46109 -0.20047 3.42966
H 0.55232 -1.74734 0.57285
H 0.35447 -2.74321 2.03968
H -0.82723 -2.91644 0.69657
H 0.34666 -0.06296 3.13499
H -1.22878 -0.46624 3.91951
H 0.00577 -1.72227 3.66234



Record 3
149
Properties=species:S:1:pos:R:3 method="wB97M-V/def2-TZVPD" de_lowest_kcal_mol=0.0 charge=-1
Cu 1.02937 2.82234 0.94113
Cu 1.85453 1.23629 -2.06785
Cu 2.74402 -0.94973 0.90318
S 3.88124 2.06012 -0.31530
O 3.53701 1.12524 0.72442
O 4.34328 1.36512 -1.45663
O 2.59917 2.69714 -0.74395
O 4.82431 3.03858 0.08627
S 0.13110 0.17564 0.03392
O 0.07088 1.52941 -0.50263
O 0.61264 0.32293 1.45138
O -1.17520 -0.40259 0.05285
O 1.20184 -0.52730 -0.63928
C -5.24784 2.37744 2.39256
C -3.76495 1.94667 2.30686
C -3.49938 0.46477 2.78819
O -3.73378 0.29223 4.16099
C -3.25440 -0.94898 4.52303
N -3.27434 1.98092 0.98168
H -5.99017 1.73899 1.91357
H -5.45461 3.40235 2.08445
H -5.70136 2.48236 3.37816
H -3.17146 2.59867 2.94778
H -2.41323 0.39730 2.72640
H -3.93141 -0.29617 2.13825
H -3.70900 -1.12778 5.49744
H -2.17720 -0.78778 4.48108
H -3.56913 -1.70906 3.80797
H -2.34218 1.59384 1.01834
H -3.83698 1.47144 0.31536
C 3.27593 1.56130 -5.43508
C 1.77865 1.77790 -5.17880
C 0.88668 0.50280 -5.03478
O 1.40081 -0.31845 -3.99022
C 0.59126 -1.46186 -3.72964
N 1.54950 2.57488 -4.02590
H 3.72353 0.86493 -4.72597
H 3.83552 2.49375 -5.50912
H 3.39547 1.08771 -6.40951
H 1.42962 2.30123 -6.06897
H 0.69417 0.03203 -5.99884
H -0.13048 0.71969 -4.70853
H 0.36449 -2.06563 -4.60835
H -0.30318 -1.12942 -3.20279
H 1.10545 -2.17147 -3.08145
H 2.07012 3.43950 -4.06461
H 0.63327 2.99969 -4.01318
C 3.18845 -3.68478 -0.24681
C 4.22152 -2.99505 -1.09241
C 4.39501 -3.69659 -2.45808
O 3.18882 -4.14216 -2.98240
C 3.34934 -5.05036 -4.01597
N 3.79140 -1.64245 -1.21283
H 3.42057 -4.74880 -0.29261
H 2.15795 -3.56506 -0.58121
H 3.35716 -3.25874 0.74219
H 5.19106 -3.08133 -0.60186
H 5.05752 -4.55098 -2.31959
H 4.94274 -3.02188 -3.11600
H 3.96504 -4.79999 -4.87987
H 2.38181 -5.18769 -4.49881
H 3.62445 -6.01713 -3.59434
H 4.39833 -0.99359 -1.69314
H 2.85963 -1.55363 -1.59233
C -4.94860 -1.42596 -1.36769
C -3.87139 -0.80708 -2.26710
C -4.56486 -0.23803 -3.51403
O -3.76521 0.14932 -4.55671
C -3.41683 -0.97314 -5.42779
N -3.33683 0.25838 -1.47415
H -5.48664 -2.23239 -1.86598
H -5.67218 -0.73884 -0.92905
H -4.54786 -1.98975 -0.52529
H -3.28075 -1.62632 -2.67708
H -5.18439 0.61168 -3.22719
H -5.32119 -0.91529 -3.91073
H -2.72297 -0.68989 -6.21926
H -4.39669 -1.25925 -5.81004
H -2.98569 -1.77534 -4.82888
H -2.69052 -0.10616 -0.78895
H -2.74205 0.85934 -2.02658
C 2.23889 -4.03503 3.57311
C 1.60693 -2.67070 3.45125
C 2.51074 -1.53910 3.98254
O 3.70734 -1.51706 3.22207
C 4.75306 -0.73082 3.70364
N 1.15510 -2.32015 2.11069
H 1.58709 -4.90418 3.48456
H 2.45601 -3.94041 4.63707
H 3.17922 -4.04419 3.02193
H 0.78586 -2.70061 4.16753
H 2.64491 -1.68668 5.05413
H 2.05260 -0.55144 3.93033
H 5.13589 -0.93380 4.70381
H 4.47906 0.32259 3.76147
H 5.52834 -0.72240 2.93751
H 0.89934 -1.36261 1.91625
H 0.20962 -2.64331 1.96330
C 0.22076 5.21725 -1.12643
C -1.06359 4.75762 -0.29059
C -2.04663 5.78105 0.25578
O -1.40245 6.67347 1.15453
C -1.18173 6.21112 2.50344
N -1.80534 3.73033 -0.96854
H 0.90939 5.74195 -0.46418
H 0.06920 5.82649 -2.01747
H 0.57544 4.31737 -1.62895
H -0.61232 4.25559 0.56523
H -2.95887 5.33470 0.65162
H -2.40891 6.45248 -0.52270
H -1.03874 7.08789 3.13504
H -0.30438 5.56688 2.56093
H -2.09013 5.74660 2.88703
H -1.17858 2.93890 -0.99874
H -2.49016 3.32455 -0.34688
C -2.36054 -5.08616 1.13727
C -1.58003 -3.87714 0.60072
C -1.48444 -3.87678 -0.99154
O -0.46062 -4.83040 -1.47390
C -0.52045 -5.22250 -2.81834
N -2.08686 -2.65991 1.32268
H -2.49796 -5.18605 2.21395
H -1.74304 -5.97758 1.02702
H -3.27373 -5.36783 0.61302
H -0.55639 -4.11053 0.89362
H -1.28025 -2.82358 -1.18436
H -2.44697 -4.02762 -1.48029
H 0.38991 -5.71700 -3.15718
H -0.70866 -4.44252 -3.55612
H -1.25020 -6.02497 -2.92617
H -1.68357 -1.82969 0.91257
H -3.07484 -2.47598 1.22187
C -0.09076 1.80444 5.13008
C 0.32090 2.71787 4.01641
C 1.78362 3.09756 3.79079
O 1.79483 4.03327 2.72067
C 2.90096 4.84593 2.47845
N -0.29774 2.29208 2.76176
H 0.60524 0.96952 5.21121
H -1.11311 1.42665 5.11709
H 0.05290 2.41155 6.02388
H -0.21238 3.64508 4.22618
H 2.29607 2.17581 3.51536
H 2.09265 3.58088 4.71762
H 3.17499 5.66369 3.14500
H 2.94893 5.39403 1.53750
H 3.88236 4.37368 2.52239
H -1.24688 2.00296 2.95055
H 0.16335 1.42699 2.51858



Record 4
17
Properties=species:S:1:pos:R:3 method="wB97M-V/def2-TZVPD" de_lowest_kcal_mol=105.3 charge=0
C 1.04502 -1.34973 -0.15632
C -0.25982 -1.07714 -0.24855
C 2.31070 -0.46601 0.07526
C 2.29286 0.90564 0.60573
C -3.01790 0.76001 -0.19675
N -0.78868 0.19910 -0.07010
O 1.33614 1.58947 0.76975
O -2.05579 0.24303 0.59552
H 1.41454 -2.35069 -0.55542
H -1.10756 -1.86626 -0.35122
H 2.85461 -1.08268 0.77685
H 2.93118 -0.48614 -0.84606
H 3.21260 1.34971 0.87337
H -4.07797 0.34559 0.00108
H -2.92492 0.45317 -1.19394
H -3.05605 1.92442 -0.24199
H -0.10895 0.90852 0.16278



Record 5
53
Properties=species:S:1:pos:R:3 method="wB97M-V/def2-TZVPD" spin_multiplicity=6 energy_ev=-42120.0440 s2=8.7907 charge=0
Ir -0.08161 0.28376 -0.06776
Si 2.14938 0.42178 -0.66375
P -0.55468 0.52590 -2.26812
N -0.43025 -1.52311 -0.09095
H -0.07472 1.96515 0.97667
C -2.34861 0.59819 -2.58457
H -2.52338 0.55254 -3.66852
H -2.76095 1.52665 -2.17122
H -2.83223 -0.25317 -2.09115
C 0.08859 2.01670 -3.09219
H -0.33992 2.02252 -4.10462
H 1.18250 1.98381 -3.16330
H -0.22530 2.92167 -2.55479
C -0.02782 -0.87626 -3.31378
H -0.25439 -0.61615 -4.35859
H -0.58473 -1.77958 -3.03356
H 1.04433 -1.07172 -3.21285
C 2.97340 2.07317 -0.32733
H 2.69170 2.46175 0.65523
H 2.71862 2.80656 -1.10131
H 4.05873 1.91863 -0.34288
H 2.87172 -0.59997 0.15931
H 2.46637 0.13346 -2.08986
C -0.32694 -2.84047 -0.25124
C -1.42011 -5.01686 -0.22235
C -1.45724 -3.66665 0.04207
C 0.87868 -3.46068 -0.72874
C 0.89872 -4.81796 -0.99679
C -0.24417 -5.59045 -0.74882
H -2.30049 -5.63084 -0.02007
H -2.32680 -3.14885 0.45894
H 1.74717 -2.81278 -0.87511
H 1.80737 -5.27101 -1.39379
H -0.22294 -6.66712 -0.95883
C -1.11549 2.57197 0.71112
O -1.73858 1.57772 -0.02849
C -2.06893 2.96046 1.83921
H -1.85004 3.96822 2.21209
H -2.04538 2.27141 2.69480
H -3.09924 2.96871 1.44232
C -0.67960 3.80963 -0.05264
H -1.42920 4.11837 -0.79693
H 0.29194 3.66960 -0.53317
H -0.56132 4.62042 0.67533
C 1.20008 0.41384 5.26754
C 0.74805 -0.73891 4.34989
C 0.48749 -0.31529 2.97731
N 0.32281 0.10030 1.90657
H 2.16377 0.81139 4.93013
H 1.32256 0.10149 6.30969
H 0.46332 1.22454 5.24981
H 1.52545 -1.51440 4.31715
H -0.17768 -1.18807 4.73287



Record 6
52
Properties=species:S:1:pos:R:3 method="wB97M-V/def2-TZVPD" spin_multiplicity=3 s2=2.0094 de_lowest_kcal_mol=12.7 charge=+1
V -0.51071 -0.95324 0.17367
O -1.64025 -4.43743 1.70854
C -1.44514 -3.49973 0.99744
O -0.68811 -2.44057 1.30616
C -2.03398 -3.37971 -0.38692
C -2.84269 -4.34782 -0.94417
C -3.32888 -4.13102 -2.22516
C -2.98357 -2.96389 -2.89387
C -2.16143 -2.04624 -2.26359
N -1.70042 -2.25330 -1.02887
H -3.06799 -5.23484 -0.36932
H -3.96829 -4.86287 -2.69998
H -3.34369 -2.76274 -3.89243
H -1.84939 -1.12780 -2.74302
C 3.11401 0.12468 -3.66676
N 2.24388 -0.49510 -2.67097
C 2.19347 -1.94948 -2.73030
C 1.37483 0.19282 -1.91893
O 0.29531 -0.39067 -1.54270
N 1.56970 1.48332 -1.63041
C 2.89672 2.08487 -1.47862
C 0.45190 2.31252 -1.19400
H 2.98185 -0.40994 -4.60768
H 4.16393 0.06639 -3.37846
H 2.83629 1.16155 -3.82125
H 3.20861 -2.34116 -2.67177
H 1.74219 -2.27630 -3.66917
H 1.61240 -2.34584 -1.90468
H 3.65825 1.31199 -1.46629
H 2.92132 2.59629 -0.51975
H 3.10621 2.79938 -2.27511
H -0.48765 1.88225 -1.52976
H 0.57004 3.29835 -1.64114
H 0.44770 2.41851 -0.10806
O -2.72645 3.43864 5.61959
N -1.52681 3.42344 5.45443
O -0.70433 3.99937 6.12809
C -1.01883 2.58879 4.34802
C 0.34905 2.52745 4.12357
C 0.82488 1.76348 3.08290
C -0.01380 1.00541 2.24338
O 0.43964 0.16133 1.36811
C -1.40158 1.15981 2.52771
C -1.92135 1.89965 3.57259
N -2.31266 0.40692 1.69755
O -1.99419 0.32344 0.45419
O -3.29404 -0.07907 2.14699
N 2.27750 1.75343 2.85743
O 2.99064 1.76089 3.83011
O 2.64643 1.75925 1.69864
H 1.03231 3.06774 4.76420
H -2.98279 1.95682 3.76980



Record 7
12
Properties=species:S:1:pos:R:3 method="wB97M-V/def2-TZVPD" de_lowest_kcal_mol=0.0 charge=+1
C 1.00561 1.29870 0.00587
C 2.03219 0.21132 -0.00629
C -0.14703 0.62946 -0.02699
C 0.15417 -0.84976 -0.02388
C -2.47135 0.34004 0.00733
N 1.53941 -0.96580 -0.02530
N -0.80387 -1.64982 0.00369
O -3.50310 -0.11221 0.03954
O -1.48306 1.01910 -0.02247
H 1.21552 2.34934 0.01972
H 3.09667 0.37749 -0.00329
H -0.63516 -2.64785 0.03207